# C26H25Cl21N2O3

A cluster of 8 separate species, C26H25Cl21N2O3 in total at a distorted geometry (ωB97M-V with the def2-TZVPD basis set, the Open Molecules 2025 dataset).

**Electronic energy**: -299456.157 eV
**Frontier orbital gap**: 7.969 eV
**LUMO energy**: -0.64 eV
**SMILES**: Cc1cccc(Cc2c(O)ccc3nc(CCOC=O)cnc23)c1.ClC(Cl)Cl.ClC(Cl)Cl.ClC(Cl)Cl.ClC(Cl)Cl.ClC(Cl)Cl.ClC(Cl)Cl.ClC(Cl)Cl
**Strongest force on any atom**: 4.19 eV/A
**Highest occupied orbital energy**: -8.6 eV

Last column: Löwdin charge in e.
Element x y z (Å)
Cl  -3.5705  9.6491  -8.4940  0.50
Cl  0.2690  5.3010  -4.0816  0.50
Cl  0.3356  -7.4630  8.6763  0.52
Cl  4.1735  -1.3706  -3.3663  0.69
Cl  0.8235  2.4522  -3.9339  0.54
Cl  -4.8463  11.2727  -6.4456  0.51
Cl  2.5408  -7.6370  2.0508  0.53
Cl  -2.7705  5.4025  -4.4847  0.55
Cl  4.9299  3.3871  4.8600  0.52
Cl  2.2685  -7.7015  4.9417  0.50
Cl  6.3947  2.0643  2.7250  0.52
Cl  -3.5835  7.8990  -5.7316  0.50
Cl  5.6659  -2.7221  -5.4739  0.52
Cl  0.0907  -6.6881  3.2904  0.50
Cl  -4.8369  12.1656  -9.2101  0.52
Cl  5.2139  0.1484  -5.6314  0.52
Cl  -2.1818  7.9372  -3.1872  0.53
Cl  2.1474  -5.1968  8.4975  0.52
Cl  5.8478  4.9152  2.5632  0.52
Cl  0.3134  -5.7675  6.3166  0.47
Cl  -0.6405  3.7658  -1.7890  0.55
O  -4.2102  -3.9576  -1.8009  0.08
O  2.1523  2.2854  1.8104  0.01
O  -5.0122  -3.8073  0.3015  -0.06
N  -3.0959  -0.0516  2.3312  0.15
N  -1.5375  -0.3267  -0.2641  0.14
C  0.8808  1.7216  1.8466  -0.23
C  1.6914  -0.7007  -0.5559  -0.15
C  -4.5601  -3.0548  1.4509  -0.17
C  -3.3316  7.0563  -4.1999  -1.50
C  1.7820  -1.5057  0.6699  0.01
C  -2.7555  -0.8828  -0.0587  -0.03
C  2.7353  -2.7046  -1.8235  -0.19
C  -0.3284  3.7333  -3.5297  -1.57
C  5.2448  3.3489  3.1199  -1.55
C  -4.8817  -1.4938  1.3379  -0.08
C  0.2998  0.9802  0.7465  -0.12
C  -1.0568  0.3631  0.8403  -0.15
C  0.1027  1.8779  3.1195  0.01
C  -1.8427  0.4955  2.0777  -0.18
C  0.5486  -5.8168  8.0672  -1.53
C  1.1008  0.7657  -0.5774  -0.13
C  2.3004  -2.8943  0.6842  -0.22
C  -3.4909  -0.7476  1.2329  -0.23
C  2.1728  -1.3255  -1.8165  -0.15
C  -3.9389  11.2951  -7.9617  -1.54
C  1.4158  -7.8529  3.3996  -1.51
C  2.3015  -3.6662  2.0604  -0.07
C  -4.0024  -4.0297  -0.6166  -0.34
C  2.7902  -3.4985  -0.5714  -0.03
C  4.5462  -1.4035  -5.0999  -1.48
C  -1.2074  1.2809  3.2010  0.00
H  -0.1997  -5.1820  8.5314  0.01
H  -3.4584  -3.2299  1.5898  0.12
H  -3.2114  -1.4632  -0.8943  0.12
H  1.3247  -3.3777  2.5550  0.07
H  1.9236  1.5202  -0.7438  0.11
H  0.5831  2.4365  3.9629  0.12
H  -1.2622  3.5234  -4.0391  -0.05
H  -3.0016  11.8154  -7.7903  0.02
H  -5.4402  -1.1484  2.2530  0.12
H  -4.2810  7.0084  -3.6758  0.02
H  0.3685  0.9062  -1.4244  0.07
H  -2.9430  -4.2537  -0.3010  0.16
H  -5.5185  -1.2609  0.4439  0.13
H  -5.0641  -3.5176  2.3501  0.13
H  3.6218  -1.5787  -5.6423  0.02
H  3.1148  -3.3213  2.7487  0.08
H  2.3561  2.5052  0.8825  0.10
H  2.2535  -4.7836  1.9242  0.02
H  4.3085  3.1407  2.6065  -0.02
H  2.1244  -0.7660  -2.7790  0.05
H  3.1938  -4.5346  -0.5073  0.10
H  3.1232  -3.1881  -2.7400  0.04
H  -1.7679  1.4105  4.1658  0.11
H  0.9950  -8.8517  3.3397  0.02
H  1.4591  -1.1064  1.6698  0.11